DFT (ωB97M-V with the def2-TZVPD basis set) results for C4H5FN2O in the gas phase.

Computed properties:
Energy relative to the best compared isomer or geometry (same formula, charge and spin), kcal/mol: 42.64
Multiplicity: 1
SMILES: Cc1nc(F)c(O)[nH]1
Molecular weight, g/mol: 116.1

Cartesian coordinates (Å):
C 2.20760 0.17875 -0.09435
C 0.65687 0.27463 0.04083
N 0.00788 1.32561 0.02202
C -1.34990 0.92321 -0.01999
F -2.15530 2.09396 -0.12619
C -1.45666 -0.43331 -0.01945
O -2.56003 -1.29177 -0.09999
N -0.15270 -0.95056 -0.17044
H 2.78244 -0.09750 0.78784
H 2.79731 1.14376 -0.09246
H 2.51820 -0.42563 -0.95684
H -3.38326 -0.85133 0.48526
H 0.08756 -1.88982 0.24376

Forces on the atoms, in the same order (eV/Å):
0.41 1.09 0.51
3.78 -4.49 -1.30
-3.16 1.29 0.25
1.11 3.06 -0.06
0.38 -3.22 0.35
-1.54 -0.07 -0.84
-1.92 2.46 2.46
0.29 1.33 1.94
-0.72 -1.40 0.44
-1.63 -0.21 -1.04
-0.18 0.16 0.35
3.49 -1.66 -2.41
-0.31 1.64 -0.65

---

DFT (ωB97M-V with the def2-TZVPD basis set) results for 2 unconnected molecules or ions with the total composition C5H12N2O.

Computed properties:
Energy relative to the best compared isomer or geometry (same formula, charge and spin), kcal/mol: 196.78
Multiplicity: 1
Molecular weight, g/mol: 116.2

Cartesian coordinates (Å):
C 3.10109 -1.21345 -0.06567
C 3.36811 0.27335 -0.27596
N 2.45019 1.21151 -0.00771
C 1.15833 0.73201 0.37950
C -1.72439 -0.11027 0.68176
N -2.40444 0.17498 -0.58006
C -3.82537 0.53362 -0.40701
O 4.47205 0.56704 -0.77381
H 2.52436 -1.34374 0.82519
H 4.13621 -1.54677 0.00798
H 2.57056 -1.74392 -0.85878
H 0.75510 -0.14660 -0.17533
H 1.05938 0.50900 1.45950
H 0.32860 1.41677 0.20700
H -1.72738 -1.20661 0.63213
H -1.27558 0.83418 0.97299
H -2.37727 -0.76387 -0.96342
H -4.33140 0.66229 -1.35556
H -3.90310 1.43118 0.18560
H -4.35503 -0.27068 0.11166

Forces on the atoms, in the same order (eV/Å):
0.71 0.48 -0.08
0.58 -0.12 -1.60
-1.80 0.08 0.01
0.29 0.22 0.70
-1.15 0.95 -5.40
0.56 -1.87 2.58
-0.48 0.10 0.05
-0.61 0.02 0.68
-0.11 -0.43 0.80
-0.36 -0.76 0.20
0.16 0.33 -0.24
0.25 -0.66 0.14
0.24 -0.27 -0.14
0.35 1.09 -0.12
1.55 0.57 1.92
0.10 -0.76 1.64
-0.52 0.35 -1.01
0.25 0.23 -0.28
-0.05 0.34 0.07
0.02 0.10 0.09

---

DFT (ωB97M-V with the def2-TZVPD basis set) results for 2 unconnected molecules or ions with the total composition C2H11N2.

Computed properties:
Energy relative to the best compared isomer or geometry (same formula, charge and spin), kcal/mol: 13.04
Multiplicity: 1
Molecular weight, g/mol: 63.1
Net charge: +1

Cartesian coordinates (Å):
N -0.65272 1.56535 1.41488
H -0.97490 1.28878 2.33040
H 0.19587 0.43359 0.49035
H 0.09142 2.21930 1.67905
H -1.37846 2.17178 1.04351
C 0.56219 0.07388 -1.52896
N 0.54761 -0.40380 -0.10780
C -0.21265 -1.65748 0.05320
H -0.43227 0.22691 -1.94308
H 1.04782 -0.63449 -2.19556
H 1.05557 1.04191 -1.58179
H 1.54706 -0.53529 0.05308
H -1.07500 -1.66412 -0.61037
H 0.44545 -2.50164 -0.09130
H -0.76698 -1.62467 0.99438

Forces on the atoms, in the same order (eV/Å):
0.70 0.84 0.33
-0.39 -0.45 0.21
-0.37 -0.86 -0.02
-0.05 -0.03 -0.29
-0.11 -0.15 -0.16
-0.33 0.46 -0.66
0.64 1.02 -1.45
-1.23 0.39 0.62
-0.24 -0.14 0.48
0.22 -0.12 0.27
0.25 -0.10 0.10
-0.23 -0.24 0.70
0.46 -0.04 -0.70
-0.17 -0.24 0.14
0.85 -0.35 0.42

---

DFT (ωB97M-V with the def2-TZVPD basis set) results for a molecular structure, C21H50BeBr5FN4O7P.

Computed properties:
Multiplicity: 1
Molecular weight, g/mol: 929.2
Net charge: +1

Cartesian coordinates (Å):
C 4.73240 -1.52122 -3.37697
P 3.96345 -1.85938 -5.07572
C 4.47596 -0.59227 -6.38303
C 2.09912 -2.11298 -4.99586
C 1.05733 -1.14019 -4.97882
C 1.14780 0.44791 -5.02667
C 1.12397 1.02771 -3.50292
N 0.02587 0.80929 -2.81333
C -0.34221 -1.89254 -4.93496
O -1.43343 -1.32545 -5.15646
O -0.11236 -3.27527 -4.65350
C 1.27895 -3.47762 -4.90624
O 1.87632 -4.58348 -5.01552
H 5.49999 -2.36507 -3.19047
H 5.29185 -0.52795 -3.38884
H 4.00587 -1.56483 -2.50343
H 4.09303 0.47154 -6.21188
H 4.02204 -0.94977 -7.38603
H 5.61374 -0.65856 -6.52770
H 0.19525 0.83355 -5.53531
H 2.09442 0.83904 -5.54043
H 2.02376 1.59886 -3.06076
H -0.65570 0.31144 -3.41566
C -7.10280 0.13386 0.68480
O -7.01699 -0.45654 -0.61019
C -5.92554 -0.01375 -1.39870
C -4.88130 -1.11936 -1.46574
N -4.28025 -1.36399 -0.11293
C -3.36070 -0.31118 0.43554
C -2.03377 -0.27403 -0.31456
O -1.28805 -1.45127 -0.03923
C -1.29503 -2.44476 -1.05642
H -8.13792 0.42683 0.86661
H -6.82987 -0.62336 1.42988
H -6.45012 1.00894 0.79824
H -5.51489 0.93764 -1.05524
H -6.30959 0.14973 -2.41113
H -4.07896 -0.89079 -2.16845
H -5.34460 -2.06690 -1.75065
H -3.77085 -2.25416 -0.11383
H -5.05647 -1.51754 0.54194
H -3.19529 -0.58810 1.47976
H -3.88168 0.64908 0.39885
H -1.45146 0.56534 0.07673
H -2.15013 -0.09861 -1.38684
H -1.64007 -2.06862 -2.02232
H -1.93620 -3.27298 -0.73660
H -0.27970 -2.83133 -1.16841
O 7.05949 -1.48804 -1.70967
H 7.31397 -1.21181 -0.82153
H 7.87102 -1.87416 -2.08040
O 1.74510 -6.46982 -2.09932
H 1.74631 -6.45370 -3.06566
H 1.53424 -5.56190 -1.85184
F -5.57084 2.49226 1.15841
N 8.81896 0.71619 -0.51574
H 9.20148 -0.08761 -1.02005
H 8.91578 0.56371 0.49633
H 9.32994 1.56175 -0.78363
H 7.81759 0.82747 -0.75351
C -3.05780 4.78457 5.42023
C -2.25197 3.50764 5.58799
N -2.94454 2.25618 5.20604
C -2.23306 1.06272 5.67119
C -0.84949 0.78910 5.09053
C -3.47580 2.15229 3.85659
C -2.50711 2.35896 2.70474
H -4.01315 4.72021 5.94212
H -2.50284 5.62726 5.84117
H -3.24736 5.01222 4.37328
H -1.99461 3.44373 6.65029
H -1.30959 3.62031 5.04015
H -2.86375 0.17946 5.50925
H -2.13089 1.13825 6.76397
H -0.90540 0.42558 4.06412
H -0.35640 0.00782 5.67617
H -0.20501 1.66931 5.11768
H -4.33385 2.91194 3.71913
H -3.97318 1.18486 3.74051
H -1.86860 3.23350 2.84143
H -3.07116 2.51181 1.77772
H -1.87538 1.48289 2.55251
Br 4.97493 0.00401 -1.14089
Be -3.21741 -0.10662 7.32571
C 8.17849 -0.00513 3.81166
Br 8.17145 1.67795 4.77454
Br 6.84494 -0.03695 2.40328
Br 9.94507 -0.44449 3.13616
H 7.90773 -0.78173 4.52585
Br -5.48253 3.88108 3.74293

Forces on the atoms, in the same order (eV/Å):
0.17 -0.85 -0.58
0.58 -2.03 -0.76
-0.98 0.53 -0.77
-4.12 2.74 0.69
1.48 -1.56 -0.28
0.09 -0.14 0.86
-2.18 -1.08 -0.09
2.47 0.70 -1.26
-0.64 2.68 -0.86
3.54 -2.91 1.36
1.04 1.49 -1.19
4.52 -2.61 -0.17
-3.81 4.31 0.75
-1.37 1.38 -0.53
-1.08 -1.55 -0.17
0.82 0.12 -1.73
0.95 -1.26 -0.26
0.67 0.49 1.67
-1.75 0.21 0.55
1.51 -0.46 0.61
-1.51 -0.91 0.51
-1.52 -1.10 -0.68
0.47 0.28 0.23
-0.10 -0.10 0.23
0.50 0.08 -0.33
-0.57 -0.37 -0.20
-0.01 0.13 -0.25
-0.01 -0.47 0.36
0.01 0.31 -0.20
0.19 -0.20 0.59
-0.28 0.30 -0.38
0.13 -0.19 0.25
0.07 -0.06 -0.01
-0.08 -0.08 0.22
-0.11 0.13 0.03
-0.01 0.03 0.20
0.20 -0.07 0.01
-0.01 -0.01 0.09
-0.03 0.18 -0.05
0.03 0.18 -0.13
-0.04 0.26 -0.15
0.08 0.07 -0.11
-0.12 -0.01 0.05
-0.11 0.00 -0.11
-0.01 -0.04 0.06
0.03 0.10 0.01
0.00 -0.15 -0.18
-0.11 0.06 -0.02
2.17 -0.55 -0.36
-0.74 -0.34 0.12
-0.12 -0.37 -0.07
-0.13 0.17 -0.11
0.05 0.02 0.09
0.10 -0.15 -0.04
0.89 -0.16 0.41
0.25 0.27 0.02
-0.15 0.15 0.01
-0.13 -0.01 -0.02
-0.08 -0.11 0.05
-0.49 -0.13 -0.06
-0.03 0.10 0.03
0.25 0.22 0.06
-0.87 0.92 -1.87
0.36 -0.21 -0.69
0.21 -0.06 -0.17
4.64 -3.45 2.39
-0.77 1.55 -0.78
0.14 0.03 -0.04
0.10 -0.21 -0.02
0.11 0.12 0.11
-0.02 -0.40 -0.15
0.01 -0.11 0.01
-0.02 0.18 -0.48
0.26 0.66 -0.02
0.04 0.05 0.08
-0.12 0.06 0.00
-0.10 -0.06 0.02
-1.04 1.03 -0.48
-0.39 0.31 0.15
-0.03 -0.11 0.08
-0.13 0.02 0.07
-0.19 -0.15 0.41
-0.11 2.50 2.86
-0.97 -0.93 1.36
-0.24 0.01 0.25
0.05 -0.35 -0.27
0.22 0.07 -0.05
-0.24 0.13 -0.04
0.14 0.18 -0.20
-1.86 0.51 -0.56

---

DFT (ωB97M-V with the def2-TZVPD basis set) results for C6H13NO2 in the gas phase.

Computed properties:
Energy relative to the best compared isomer or geometry (same formula, charge and spin), kcal/mol: 76.18
Multiplicity: 1
SMILES: CN[C@H](C)[C@H](C)C(=O)O
Molecular weight, g/mol: 131.2

Cartesian coordinates (Å):
C -2.25457 1.28590 -0.40766
N -1.06658 0.79393 0.26640
C -0.47734 -0.80831 0.22338
C -0.14697 -1.19959 1.64006
C 0.59153 -0.61855 -0.77649
C 1.89753 -1.36814 -0.62463
C 0.70848 1.10541 -0.67247
O 1.22886 1.48867 -1.71805
O 1.05297 1.94710 0.36976
H -2.50826 2.29179 -0.06778
H -2.14766 1.26253 -1.49506
H -3.08341 0.64145 -0.10728
H -0.84601 1.30685 1.11230
H -1.32051 -1.35384 -0.19911
H -1.04013 -1.18025 2.26233
H 0.22448 -2.22605 1.65607
H 0.63857 -0.56941 2.05394
H 0.18068 -0.76439 -1.77590
H 1.73905 -2.44770 -0.67663
H 2.57556 -1.12395 -1.44163
H 2.39987 -1.10847 0.30612
H 1.65384 2.64504 0.07231

Forces on the atoms, in the same order (eV/Å):
-0.42 -1.12 0.56
1.16 -1.73 -0.75
-2.82 2.83 0.75
0.08 -0.38 -0.24
0.54 2.68 0.86
0.06 0.18 -0.08
3.90 -1.60 -2.12
-1.62 0.46 -0.91
-0.57 -0.74 2.19
0.27 -0.02 -0.13
0.05 0.06 0.08
-0.45 0.12 -0.35
-0.11 -0.52 0.09
-0.09 -0.24 0.34
0.07 0.16 0.06
0.07 -0.04 -0.02
-0.08 0.14 0.07
0.13 0.31 0.02
-0.04 -0.03 0.17
-0.07 0.15 -0.02
0.00 -0.14 0.09
-0.05 -0.54 -0.64

---

no.,LUMO (eV),largest force on an atom (hartree/bohr),electronic energy (eV)
1,0.382,0.1169,-11972.1936
2,-3.558,0.1090,-10399.8907
3,-3.102,0.0367,-5226.3800
4,-6.321,0.1216,-405479.4410
5,0.856,0.0918,-12015.4215